[1]
DFT (ωB97M-V with the def2-TZVPD basis set) results for 2 unconnected molecules or ions with the total composition C12H10BrFSi in a non-equilibrium geometry.

Element x y z (Å)
C  -2.1951  3.7095  -0.5091
C  2.7660  -3.3102  -0.3860
C  -2.4385  2.5686  -1.3165
C  -1.6682  3.5985  0.7706
C  3.1258  -2.1247  -1.0726
C  1.9401  -3.2801  0.7108
C  -2.1907  1.3650  -0.7321
C  -1.5806  2.3476  1.3771
C  2.7452  -0.9013  -0.5474
C  1.2610  -2.0726  1.0346
C  -1.8364  1.2427  0.6076
C  1.7005  -0.9243  0.4241
F  -1.0701  -1.4382  -0.6994
Si  -2.2629  -0.4113  -0.2850
Br  -4.0228  -1.5947  0.1921
H  -2.2186  4.7731  -0.7583
H  3.1689  -4.1141  -0.9023
H  -2.8081  2.6012  -2.2865
H  -1.4305  4.4003  1.4175
H  3.7577  -2.3837  -2.0035
H  1.7378  -4.2915  1.2455
H  1.2549  0.0643  0.6702
H  -1.2098  2.1706  2.3580
H  3.0383  -0.0332  -1.0348
H  0.4361  -1.9615  1.7255

net charge	0
highest occupied orbital energy	-9.11	eV
spin multiplicity	1
energy above the lowest of the compared OMol25 structures with the same formula, charge and spin	41.3	kJ/mol
SMILES string	F[Si]1(Br)c2ccccc21.c1ccccc1
LUMO	0.375	eV

---

[2]
DFT (ωB97M-V with the def2-TZVPD basis set) results for a molecular structure, C12H10BrMnN3 in a non-equilibrium geometry.

Element x y z (Å)
C  -1.4180  -0.7717  -0.5947
C  -1.5726  -1.3251  0.7320
C  -1.9487  -0.2356  1.6105
H  -1.4292  -2.3660  1.0257
C  -1.9516  0.9825  0.8464
C  -1.6286  0.6472  -0.5118
H  -1.6468  1.3288  -1.3519
H  -1.2193  -1.3346  -1.5030
H  -2.2520  -0.3452  2.6503
H  -2.1652  1.9920  1.2084
Mn  0.0202  0.0237  0.7553
Br  1.9144  -1.1940  0.1270
C  2.1101  0.6667  -2.4121
C  1.0656  1.4605  -2.9371
C  0.0685  0.5812  -3.4761
H  1.0363  2.5477  -2.9728
C  0.4915  -0.7547  -3.2499
C  1.7778  -0.7161  -2.6420
H  2.3773  -1.6035  -2.4513
H  3.0000  1.0447  -1.9170
H  -0.8210  0.8867  -4.0243
H  -0.0333  -1.6642  -3.5339
N  0.4826  0.1144  2.6307
C  0.7927  0.0838  3.7808
N  1.4017  0.0312  4.8811
C  0.9199  -0.0277  6.0964
N  0.6277  -0.0525  7.2332

net charge	-1
highest occupied orbital energy (spin up / spin down)	-2.87 / -3.04	eV
spin multiplicity	5
energy above the lowest of the compared OMol25 structures with the same formula, charge and spin	0.0	kJ/mol
LUMO (spin up / spin down)	0.940 / 2.037	eV

---

[3]
DFT (ωB97M-V with the def2-TZVPD basis set) results for a single C12H10BrNO molecule in a non-equilibrium geometry.

Element x y z (Å)
C  2.3198  2.0660  -0.8749
C  1.6960  2.5609  0.2437
C  2.3100  0.7269  -1.1240
C  1.0578  1.7472  1.2418
C  1.7730  -0.1555  -0.2091
C  1.1052  0.3854  0.8992
C  1.7005  -1.6212  -0.1385
C  0.8517  -1.9280  0.8221
C  -3.7605  -0.3091  -0.7685
C  -2.3867  -0.6050  -0.9808
C  0.2566  -0.7641  1.4918
C  -4.6136  -0.5709  0.2566
N  -1.1738  -0.6594  1.1240
O  -1.3975  -0.7289  -0.1863
Br  -6.4566  -0.3019  0.1751
H  2.7942  2.6997  -1.5268
H  1.7082  3.5539  0.5057
H  2.8421  0.2252  -1.9976
H  0.5573  2.1962  2.1006
H  2.3746  -2.2498  -0.6569
H  0.5106  -2.9222  0.9114
H  -4.2269  -0.2005  -1.7783
H  -1.8889  -0.3849  -1.8960
H  0.1498  -0.8919  2.5195
H  -4.4396  -0.9088  1.2844

net charge	0
highest occupied orbital energy (spin up / spin down)	-8.34 / -7.53	eV
spin multiplicity	1
energy above the lowest of the compared OMol25 structures with the same formula, charge and spin	168.5	kJ/mol
LUMO (spin up / spin down)	-0.319 / -0.253	eV

---

Table of energy (eV), in record order: -93243.77379 -118438.08566 -86179.76150